[1]
Density functional theory data (the ωB97M-V functional and the def2-TZVPD basis) for a structure of composition C18H20AgBO9.

Element x y z (Å)
C1 -3.403 1.375 1.061
H1 2.936 1.498 -1.097
C2 -1.781 -0.333 -0.426
C3 5.007 -1.283 -1.018
H2 -3.793 2.312 -0.830
H3 -3.288 2.162 3.736
C4 3.867 -0.389 -0.507
H4 3.984 -0.048 0.518
C5 4.354 -3.583 -2.295
C6 -3.905 3.784 1.593
H5 -5.868 2.400 0.280
O1 -0.945 -1.273 -0.922
H6 2.045 -2.210 -2.302
H7 1.685 0.223 -2.627
H8 -6.075 1.095 1.451
C7 5.670 -2.101 0.125
C8 -4.328 2.327 1.827
H9 -2.351 0.804 -2.152
H10 -2.773 0.174 2.774
C9 4.276 -2.036 -2.181
C10 -1.914 -0.491 0.951
H11 -4.934 2.802 3.841
C11 -2.710 0.339 1.708
C12 -2.453 0.671 -1.082
C13 -3.262 1.518 -0.317
H12 -4.676 1.074 3.577
O2 -1.165 -1.541 1.373
O3 4.920 -2.499 1.064
H13 -4.585 4.467 2.113
H14 3.144 -0.042 -3.605
B1 -0.534 -2.054 0.206
C14 2.729 -0.099 -2.597
O4 4.829 -4.006 -3.371
O5 0.277 -3.078 0.066
O6 6.912 -2.173 0.079
H15 -2.892 3.948 1.969
C15 3.540 0.707 -1.545
H16 4.447 1.155 -1.955
C16 2.828 -1.516 -2.008
O7 0.710 -3.740 1.319
O8 2.712 -1.230 -0.605
C17 -4.300 2.070 3.335
Ag1 2.860 -3.486 0.621
H17 4.669 -1.685 -3.133
H18 -6.461 2.767 1.911
H19 -3.912 4.040 0.533
O9 3.862 -4.276 -1.362
H20 5.814 -0.679 -1.430
C18 -5.772 2.138 1.336

Results
Orbital gap: 0.19375 Eh
Maximum force: 0.38 eV Å⁻¹
Net charge: -2

Here are the natural (NBO) charges for atoms 1 to 2, given in e:
1 C -0.040
2 H 0.193

***

[2]
Density functional theory data (the ωB97M-V functional and the def2-TZVPD basis) for a cluster of 2 separate species, C2H8OS2Si in total in a non-equilibrium geometry.

Element x y z (Å)
C1 -2.641 -0.399 0.155
C2 0.551 -1.148 0.135
H1 2.558 1.529 -0.425
H2 -3.351 0.421 0.687
H3 -2.875 -0.470 -0.881
S1 0.795 2.812 0.193
S2 3.654 0.926 -1.029
H4 3.094 -0.256 -0.621
H5 -2.792 -1.317 0.730
H6 1.267 -0.588 -0.379
O1 -0.568 1.638 0.394
Si1 -0.845 0.090 0.258
H7 0.927 -1.206 1.142
H8 0.228 -2.032 -0.361

Results
Relative energy (zero: lowest compared OMol25 entry of this formula, charge and spin): 284.34 kJ/mol
Orbital gap: 0.24852 Eh
Maximum force: 3.52 eV Å⁻¹

Here are the natural (NBO) charges for atoms 1 to 2, given in e:
1 C -1.179
2 C -1.147

***

[3]
Density functional theory data (the ωB97M-V functional and the def2-TZVPD basis) for a structure of composition C11H21Cl4MoO4P2 in a non-equilibrium geometry.

Element x y z (Å)
H1 -1.575 4.114 0.283
Cl1 -0.611 -0.214 -2.423
H2 -1.256 -2.668 2.163
H3 1.478 -2.742 2.269
H4 0.204 -4.396 -1.204
H5 1.040 4.214 0.885
H6 -0.715 2.501 -2.390
H7 1.337 -0.216 -5.944
H8 -0.195 0.658 -5.563
H9 -2.414 2.522 0.179
O1 -0.748 -0.258 2.159
O2 0.026 1.573 3.256
H10 -1.538 2.953 1.677
H11 1.336 -3.098 -1.737
Cl2 -2.554 1.834 4.722
Cl3 -3.062 -0.833 3.672
C1 1.228 3.128 0.904
P1 -0.049 2.285 -0.087
P2 0.191 -2.467 0.255
C2 -1.804 0.295 4.264
C3 0.933 0.129 -3.872
H12 1.471 -4.267 1.302
H13 -2.163 -2.770 0.649
H14 -0.404 -2.931 -2.055
C4 0.482 -0.150 -5.238
H15 1.044 2.432 -2.228
H16 -0.065 -1.099 -5.243
C5 -0.712 0.600 3.110
C6 0.336 -3.317 -1.345
C7 1.621 0.013 0.458
Mo1 -0.236 -0.127 -0.051
C8 1.555 -3.170 1.260
H17 -1.220 -4.203 1.199
H18 0.161 3.955 -1.768
O3 1.930 0.500 -3.354
H19 2.518 -2.865 0.828
C9 -1.253 -3.107 1.157
Cl4 -0.944 -0.445 5.634
C10 0.131 2.860 -1.792
C11 -1.548 3.058 0.582
H20 2.222 2.899 0.496
O4 2.674 0.096 0.996
H21 1.149 2.728 1.933

Results
2S+1: 3
Orbital gap (spin up / spin down): 0.12426 / 0.15089 Eh
Maximum force: 8.55 eV Å⁻¹
Net charge: +3

Here are the natural (NBO) charges for atoms 1 to 2, given in e:
1 H 0.323
2 Cl -0.203

***

[4]
Density functional theory data (the ωB97M-V functional and the def2-TZVPD basis) for a structure of composition C28H41GeIN8OTeW.

Element x y z (Å)
C1 -4.367 -1.185 -1.620
H1 2.710 4.727 0.014
H2 4.229 0.856 -0.112
H3 4.328 2.500 -0.708
H4 4.527 2.746 2.512
H5 0.575 -5.497 -1.116
N1 -0.770 -4.251 -0.058
H6 0.306 -5.971 0.589
H7 -3.069 -0.628 -3.220
H8 -0.832 3.261 -0.970
H9 -2.496 -3.416 0.802
C2 2.005 4.248 0.692
H10 -1.932 -2.280 4.555
C3 1.528 2.757 -3.223
H11 3.542 -3.853 -0.955
C4 -0.833 -1.354 2.955
H12 0.534 2.069 2.450
N2 2.090 -1.096 -0.222
N3 3.499 -2.939 -0.536
C5 -3.922 1.024 1.339
H13 2.018 4.779 1.643
H14 -1.566 -1.895 -0.367
C6 1.403 -2.443 4.119
C7 -2.221 -4.199 0.097
H15 -2.375 1.612 -0.022
Ge1 2.508 2.388 1.000
W1 0.372 0.006 0.512
H16 2.309 -2.833 4.559
N4 -1.685 0.184 1.287
C8 -0.065 -3.109 -0.045
H17 -4.781 -0.795 -3.721
H18 2.403 -1.459 2.480
C9 -0.966 -2.126 4.101
H19 0.944 1.010 -4.360
C10 -2.644 0.982 0.813
C11 1.462 -1.681 2.967
O1 -3.455 -1.492 -0.859
C12 0.768 1.500 1.550
C13 0.775 4.936 -2.524
H20 3.052 2.648 3.480
C14 3.578 2.221 2.626
I1 -4.385 1.616 -2.676
H21 -4.650 1.700 0.915
H22 -0.931 -6.242 -0.629
H23 3.409 2.718 -4.259
H24 -5.224 0.174 2.819
H25 -3.461 -1.289 3.734
H26 -5.894 -1.873 -0.463
C15 -0.156 -5.552 -0.309
C16 2.673 3.340 -3.763
H27 -6.400 -1.148 -1.949
H28 3.790 1.173 2.841
H29 1.007 4.326 0.265
N5 0.377 -1.167 2.387
H30 -1.553 3.136 -2.590
N6 1.310 -3.276 0.074
C17 -0.662 2.939 -1.997
N7 -5.655 -1.448 -1.344
C18 1.912 5.509 -3.064
H31 -2.722 -3.995 -0.850
C19 1.279 1.277 -3.358
H32 0.034 5.560 -2.040
H33 -2.561 -5.155 0.485
H34 2.861 -0.573 -0.623
C20 -1.971 -0.608 2.346
C21 3.629 1.701 -0.457
C22 -3.243 -0.646 2.896
H35 0.072 -3.277 5.582
C23 -4.232 0.180 2.387
C24 0.162 -2.682 4.684
N8 -0.581 -1.915 -0.102
C25 2.301 -2.368 -0.251
H36 1.633 -4.197 0.320
H37 3.758 5.153 -4.103
C26 0.580 3.557 -2.592
H38 4.289 -2.340 -0.707
C27 -4.104 -0.486 -2.930
H39 3.089 1.444 -1.365
H40 2.146 0.668 -3.114
Te1 -0.335 0.829 -2.019
H41 2.057 6.579 -3.004
C28 2.867 4.708 -3.680

Results
Relative energy (zero: lowest compared OMol25 entry of this formula, charge and spin): 22.51 kJ/mol
Orbital gap (spin up / spin down): 0.22712 / 0.22715 Eh
Maximum force: 0.36 eV Å⁻¹
Net charge: +2

Here are the Mulliken charges for atoms 1 to 2, given in e:
1 C 0.458
2 H 0.368

***

[5]
Density functional theory data (the ωB97M-V functional and the def2-TZVPD basis) for a structure of composition C3H2FOPd in a non-equilibrium geometry.

Element x y z (Å)
C1 0.101 1.083 -0.269
Pd1 0.489 -2.779 0.027
H1 -1.591 0.379 0.887
H2 0.484 1.090 -1.292
C2 -0.753 0.145 0.228
F1 0.267 2.284 0.325
O1 1.103 -1.038 -0.185
C3 -0.100 -1.164 0.279

Results
2S+1: 3
Orbital gap (spin up / spin down): 0.19348 / 0.28396 Eh
Maximum force: 9.40 eV Å⁻¹
Net charge: -1

Here are the natural (NBO) charges for atoms 1 to 2, given in e:
1 C 0.187
2 Pd -0.083

***

[6]
Density functional theory data (the ωB97M-V functional and the def2-TZVPD basis) for a structure of composition C7H7N2 in a non-equilibrium geometry.

Element x y z (Å)
C1 -2.404 0.310 0.072
H1 2.962 -0.488 1.089
C2 -0.514 -1.264 0.163
H2 2.564 -1.116 -0.498
N1 1.126 1.513 -0.406
H3 -3.566 0.377 -0.031
H4 3.717 0.344 -0.323
H5 -2.612 -1.772 0.376
H6 -1.942 2.539 -0.504
H7 -0.162 -2.239 0.123
C3 -1.553 1.447 -0.244
N2 1.522 0.403 -0.054
C4 2.785 -0.138 0.004
C5 -0.251 1.252 -0.096
C6 -1.931 -0.954 0.128
C7 0.261 -0.214 0.201

Results
Relative energy (zero: lowest compared OMol25 entry of this formula, charge and spin): 363.82 kJ/mol
Orbital gap: 0.26710 Eh
Maximum force: 5.97 eV Å⁻¹
Net charge: +1

Here are the natural (NBO) charges for atoms 1 to 2, given in e:
1 C -0.195
2 H 0.274

***

[7]
Density functional theory data (the ωB97M-V functional and the def2-TZVPD basis) for an isolated molecule of C3H6N4S in a non-equilibrium geometry.

Element x y z (Å)
H1 2.391 2.537 0.064
C1 -2.397 -0.511 -0.248
H2 1.994 -2.493 0.192
S1 -1.196 0.875 0.011
N1 1.738 -1.649 -0.202
N2 0.447 -1.308 -0.018
N3 2.654 -0.667 -0.104
H3 -1.691 -1.259 -0.824
H4 -3.217 -0.128 -0.883
H5 -2.624 -0.897 0.649
C2 0.227 -0.071 0.068
C3 2.211 0.514 -0.194
H6 3.818 1.637 0.011
N4 2.820 1.707 -0.088

Results
Relative energy (zero: lowest compared OMol25 entry of this formula, charge and spin): 417.59 kJ/mol
Orbital gap: 0.31165 Eh
Maximum force: 5.63 eV Å⁻¹

Here are the natural (NBO) charges for atoms 1 to 2, given in e:
1 H 0.402
2 C -0.708

***

[8]
Density functional theory data (the ωB97M-V functional and the def2-TZVPD basis) for a cluster of 2 separate species, C2H6N4O in total in a non-equilibrium geometry.

Element x y z (Å)
H1 1.205 -0.362 1.359
H2 -0.948 -2.296 -1.457
O1 1.595 0.675 1.346
C1 -0.314 -1.414 -0.495
H3 -1.647 1.070 -1.773
C2 0.065 1.089 -0.223
N1 0.691 -1.855 0.397
H4 -0.525 1.624 -0.973
N2 -2.031 0.216 -1.063
N3 1.091 1.470 0.333
H5 -2.473 0.755 -0.384
H6 0.863 -2.932 0.201
N4 -0.857 -0.017 -0.157

Results
Relative energy (zero: lowest compared OMol25 entry of this formula, charge and spin): 779.27 kJ/mol
Orbital gap: 0.35385 Eh
Maximum force: 6.78 eV Å⁻¹

Here are the natural (NBO) charges for atoms 1 to 2, given in e:
1 H 0.496
2 H 0.236

***

[9]
Density functional theory data (the ωB97M-V functional and the def2-TZVPD basis) for an isolated molecule of C6H13NO2 in a non-equilibrium geometry.

Element x y z (Å)
H1 0.931 1.410 0.632
H2 -2.110 -0.298 -0.796
H3 2.324 -1.374 1.627
O1 1.390 -1.129 1.840
H4 -0.275 1.426 -3.053
H5 -0.417 -0.051 2.413
C1 -0.633 1.240 -0.883
C2 0.807 -1.232 0.625
H6 0.956 2.696 -0.489
C3 0.799 1.603 -0.430
H7 -1.232 -1.763 0.765
C4 -1.008 1.732 -2.332
H8 -1.088 2.871 -2.391
C5 -0.663 -0.846 0.621
C6 -1.009 -0.256 -0.749
H9 1.642 1.232 -1.058
H10 -0.481 -0.815 -1.581
H11 -1.247 1.859 -0.153
H12 -1.972 1.415 -2.707
O2 1.394 -1.731 -0.299
H13 -1.976 0.086 1.904
N1 -1.012 0.106 1.637

Results
Relative energy (zero: lowest compared OMol25 entry of this formula, charge and spin): 61.35 kJ/mol
Orbital gap: 0.37515 Eh
Maximum force: 2.09 eV Å⁻¹

Here are the natural (NBO) charges for atoms 1 to 2, given in e:
1 H 0.219
2 H 0.205

***

[10]
Density functional theory data (the ωB97M-V functional and the def2-TZVPD basis) for an isolated molecule of C6H9NS in a non-equilibrium geometry.

Element x y z (Å)
C1 1.054 1.718 -0.078
H1 2.389 -0.355 -0.523
C2 -0.568 0.304 1.102
C3 0.706 -1.589 -0.989
S1 0.346 3.166 0.265
H2 1.683 -1.228 0.850
H3 1.964 1.677 -0.663
C4 1.409 -0.679 -0.070
H4 -0.344 -2.990 -2.373
N1 0.635 0.508 0.292
H5 -0.437 -0.636 1.604
C5 0.144 -2.351 -1.727
H6 -0.583 1.100 1.846
H7 -2.715 0.190 0.893
H8 -1.959 1.287 -0.218
H9 -1.872 -0.454 -0.478
C6 -1.851 0.332 0.268

Results
Relative energy (zero: lowest compared OMol25 entry of this formula, charge and spin): 202.29 kJ/mol
Orbital gap: 0.32962 Eh
Maximum force: 1.66 eV Å⁻¹

Here are the natural (NBO) charges for atoms 1 to 2, given in e:
1 C -0.044
2 H 0.239

***

[11]
Density functional theory data (the ωB97M-V functional and the def2-TZVPD basis) for a cluster of 8 separate species, C25H65BClF9O30P7S in total in a non-equilibrium geometry.

Element x y z (Å)
C1 1.672 -4.450 1.656
H1 8.571 -1.259 3.476
C2 5.274 -2.009 2.660
H2 -4.996 8.743 5.537
H3 2.192 -4.980 -7.852
H4 1.046 0.607 3.449
C3 -3.091 6.967 3.234
C4 2.416 -9.366 6.129
B1 -1.050 6.953 -2.539
H5 0.008 -7.500 -5.079
P1 -0.220 5.850 -8.405
O1 -1.625 0.156 5.542
O2 0.812 5.037 -9.403
C5 -2.962 1.770 1.809
C6 -4.711 6.454 -1.671
C7 8.391 -2.128 4.113
C8 -1.162 6.370 -10.857
H6 4.292 -2.480 -1.952
C9 -5.267 5.983 -3.131
H7 -0.247 2.924 -6.318
Cl1 -1.777 7.984 -3.953
P2 6.500 -3.975 4.004
F1 -2.981 6.270 0.144
C10 -0.428 -6.950 -4.244
S1 -1.396 5.124 -2.699
C11 4.128 -2.281 -0.891
H8 0.223 2.132 3.029
H9 3.037 -10.244 5.934
O3 5.486 -2.575 3.940
H10 5.572 -2.697 1.862
C12 -3.958 4.180 6.901
H11 -1.331 7.411 -1.469
H12 -3.230 8.044 3.386
H13 2.846 5.207 -9.217
H14 -2.205 1.773 1.016
H15 2.192 5.452 -10.847
O4 0.531 -3.465 -4.679
F2 -5.947 6.606 -0.808
H16 -0.405 -4.059 -8.654
H17 -6.126 7.717 4.643
H18 -2.423 6.575 4.008
P3 -4.716 5.407 4.682
O5 -0.107 -8.159 3.798
H19 -2.017 6.972 -11.177
H20 -3.178 3.719 6.289
F3 -2.141 3.548 -0.642
O6 -0.355 -6.303 5.159
H21 -0.170 -4.516 6.139
H22 1.695 -1.559 -2.754
P4 1.880 -2.082 0.491
H23 4.946 -2.726 -0.321
O7 -0.616 -3.488 -6.689
O8 7.743 -3.119 3.338
H24 0.601 -2.589 -1.787
H25 -3.306 -1.011 5.278
C13 0.938 -1.562 -1.961
H26 -2.017 -3.460 -8.182
H27 6.743 -6.208 2.344
H28 -2.632 6.801 2.255
P5 -2.020 1.250 4.261
H29 1.853 -5.008 2.578
C14 -2.787 4.430 -1.691
H30 8.321 -5.386 2.169
H31 -1.499 -5.089 -7.687
H32 0.008 2.932 -8.075
O9 0.175 4.756 -7.124
C15 -5.510 7.780 5.541
O10 -4.350 6.323 3.261
H33 0.132 7.099 -2.631
H34 1.915 -9.495 7.090
O11 0.531 6.967 -7.675
H35 0.480 -5.915 7.027
C16 7.707 -6.012 2.819
O12 -0.616 6.944 -9.685
H36 0.083 -0.960 -2.282
H37 0.594 -4.344 1.508
O13 -0.065 4.396 -2.258
H38 -3.817 2.373 1.489
O14 0.812 -5.395 -6.408
O15 2.912 -2.895 -0.508
C17 -1.162 -4.062 -7.861
F4 -4.259 5.921 -4.213
H39 9.353 -2.516 4.454
F5 -4.640 4.579 -0.019
O16 -1.488 4.822 -4.246
O17 1.484 -0.988 -0.789
H40 -1.756 -9.816 6.117
H41 -1.506 -6.844 -4.392
H42 -3.571 5.084 7.375
C18 -1.685 -8.728 6.169
H43 2.108 -5.000 0.821
H44 2.023 6.732 -9.637
H45 3.052 -8.477 6.157
C19 -3.737 5.445 -0.872
H46 -6.147 7.727 6.426
H47 -0.247 -7.508 -3.322
O18 0.175 -5.677 -4.128
H48 -1.499 5.343 -10.682
O19 -0.335 -8.364 6.387
H49 2.023 -3.701 -6.641
H50 2.846 -5.226 -6.221
H51 -1.792 -1.668 4.591
O20 6.554 -3.873 5.530
O21 -4.536 6.757 5.612
H52 -1.287 -5.688 6.886
F6 -6.100 4.723 -3.073
O22 1.460 -9.248 5.093
H53 -2.047 -1.676 6.349
P6 -0.220 -4.582 -5.409
O23 2.275 -3.177 1.772
H54 -2.101 -8.290 5.261
H55 7.800 -1.808 4.972
C20 0.228 1.051 2.880
O24 2.631 -0.965 1.221
H56 5.852 -1.081 2.574
O25 -1.269 2.367 4.991
H57 4.211 -1.779 2.550
F7 -4.202 7.871 -1.797
P7 0.553 -7.776 5.126
H58 -4.264 3.477 7.680
C21 -0.326 -5.573 6.370
H59 -1.506 3.589 -7.388
H60 0.392 0.852 1.819
C22 -0.428 3.483 -7.240
F8 -3.511 3.436 -2.569
H61 8.224 -6.960 2.986
H62 -0.405 6.373 -11.650
F9 -6.252 7.047 -3.560
C23 2.028 5.651 -9.786
C24 -2.228 -1.117 5.426
O26 -0.988 0.437 3.263
H63 4.123 -1.201 -0.741
H64 -2.274 -8.380 7.020
O27 -5.083 4.490 6.103
O28 -6.173 5.276 4.229
O29 7.514 -5.376 4.067
H65 -3.299 0.743 1.984
C25 2.028 -4.781 -6.791
O30 -2.416 2.344 2.981

Results
Orbital gap: 0.15055 Eh
Maximum force: 10.67 eV Å⁻¹
Net charge: -1

Here are the Mulliken charges for atoms 1 to 2, given in e:
1 C -0.701
2 H 0.267

***

| no. | energy (Ha) |
| --- | --- |
| 1 | -1547.009152 |
| 2 | -1242.032930 |
| 3 | -3323.212347 |
| 4 | -4314.169257 |
| 5 | -418.301208 |
| 6 | -380.001418 |
| 7 | -734.986748 |
| 8 | -373.813559 |
| 9 | -441.656638 |
| 10 | -686.885771 |
| 11 | -7419.479569 |